[1]
{"formula": "C3H8N2O", "method": "ωB97M-V/def2-TZVPD", "smiles": "N/N=C/CCO", "de_lowest_kcal_mol": 68.9, "orbital_gap_ev": 9.889, "lumo_energy_ha": 0.03446, "spin_multiplicity": 1, "symbols": ["N", "N", "C", "C", "C", "O", "H", "H", "H", "H", "H", "H", "H", "H"], "positions_angstrom": [[-2.42349, -0.58383, -0.08765], [-1.01774, -0.56216, -0.20569], [-0.56127, 0.66890, -0.27778], [0.90022, 0.90310, -0.29838], [1.58291, -0.23542, 0.41824], [1.65570, -1.36148, -0.43321], [-2.91721, 0.18254, 0.53169], [-2.60954, -1.52076, 0.27026], [-1.24687, 1.55303, -0.42997], [1.30172, 1.13035, -1.36468], [1.07327, 1.79203, 0.35629], [2.57498, 0.14207, 0.63002], [0.93869, -0.30838, 1.31863], [0.74863, -1.80000, -0.42776]]}


[2]
{"formula": "C3H8N2O", "method": "ωB97M-V/def2-TZVPD", "smiles": "NCCC(N)=O", "de_lowest_kcal_mol": 22.1, "orbital_gap_ev": 10.025, "lumo_energy_ha": 0.03032, "spin_multiplicity": 1, "symbols": ["N", "C", "C", "C", "N", "O", "H", "H", "H", "H", "H", "H", "H", "H"], "positions_angstrom": [[1.18076, -2.10032, 0.37744], [1.05242, -0.64187, 0.21181], [-0.39317, -0.10484, 0.11638], [-0.35318, 1.27895, -0.48429], [-1.61100, 1.87417, -0.49768], [0.62825, 1.94324, -0.72106], [0.28324, -2.53097, 0.20845], [1.87301, -2.52418, -0.20804], [1.69505, -0.19644, -0.55480], [1.39657, -0.26750, 1.18010], [-0.93146, -0.88244, -0.44995], [-0.81996, -0.13001, 1.12184], [-1.74003, 2.87092, -0.42522], [-2.26049, 1.41131, 0.12500]]}


[3]
{"formula": "C3H8N2O", "method": "ωB97M-V/def2-TZVPD", "de_lowest_kcal_mol": 82.4, "orbital_gap_ev": 7.648, "lumo_energy_ha": 0.02514, "spin_multiplicity": 1, "symbols": ["C", "N", "C", "C", "O", "N", "H", "H", "H", "H", "H", "H", "H", "H"], "positions_angstrom": [[-1.06855, -0.53922, 1.15505], [-0.44579, -0.15615, -0.20676], [-0.99586, 1.10706, -0.75612], [1.02755, -0.25231, -0.56515], [1.42013, 0.09752, -1.65389], [1.76112, -0.78877, 0.41923], [-0.46153, -1.38456, 1.50699], [-0.99210, 0.32095, 1.82046], [-0.97833, -0.92299, -0.60959], [-0.69057, 1.23490, -1.79590], [-2.07657, 1.03662, -0.65385], [-0.62963, 1.94464, -0.15553], [2.75843, -0.84419, 0.28166], [1.35713, -0.87675, 1.34246]]}


[4]
{"formula": "C3H8N2O", "method": "ωB97M-V/def2-TZVPD", "smiles": "NCCC(N)=O", "de_lowest_kcal_mol": 44.8, "orbital_gap_ev": 9.957, "lumo_energy_ha": 0.03364, "spin_multiplicity": 1, "symbols": ["N", "C", "C", "C", "N", "O", "H", "H", "H", "H", "H", "H", "H", "H"], "positions_angstrom": [[-0.85727, -2.07778, -0.40806], [0.23191, -1.13249, -0.29728], [0.01787, -0.03487, 0.77892], [-0.31961, 1.31321, 0.11763], [0.75553, 2.18456, 0.00842], [-1.34666, 1.89389, -0.12065], [-0.86649, -2.99326, -0.05257], [-1.73207, -2.02916, -0.83959], [1.29576, -1.45238, -0.32636], [0.37108, -0.58166, -1.29399], [1.03094, 0.08918, 1.37638], [-0.80779, -0.12658, 1.52138], [0.53635, 3.01574, -0.56441], [1.69045, 1.93160, 0.10018]]}


[5]
{"formula": "C3H8N2O", "method": "ωB97M-V/def2-TZVPD", "smiles": "[H]/N=C/N.CC=O", "de_lowest_kcal_mol": 56.6, "orbital_gap_ev": 10.158, "lumo_energy_ha": 0.03443, "spin_multiplicity": 1, "symbols": ["H", "N", "C", "N", "H", "H", "H", "C", "C", "O", "H", "H", "H", "H"], "positions_angstrom": [[1.17008, -1.34933, -2.25694], [0.82041, -1.10405, -1.30173], [-0.46783, -1.27490, -1.33424], [-1.29250, -1.37699, -0.20423], [-0.90696, -1.52239, -2.33320], [-2.21471, -1.72465, -0.39044], [-0.95610, -1.17767, 0.73919], [1.13026, 1.62223, 1.15338], [-0.20118, 1.08475, 0.79271], [-1.13288, 0.88203, 1.60328], [1.95298, 0.68195, 1.08071], [0.94322, 1.99192, 2.23711], [1.40859, 2.38188, 0.49537], [-0.25339, 0.88521, -0.28096]]}


[6]
{"formula": "C3H8N2O2", "method": "ωB97M-V/def2-TZVPD", "smiles": "NC(=O)NCCO", "de_lowest_kcal_mol": 36.8, "orbital_gap_ev": 10.002, "lumo_energy_ha": 0.02085, "spin_multiplicity": 1, "symbols": ["N", "C", "O", "N", "C", "C", "O", "H", "H", "H", "H", "H", "H", "H", "H"], "positions_angstrom": [[-1.96722, -0.81677, 0.45468], [-0.72945, -1.43705, 0.39242], [-0.63216, -2.71088, 0.58604], [0.43816, -0.73315, 0.35494], [0.59118, 0.45135, -0.59302], [1.28135, 1.74431, -0.10061], [0.95632, 2.81993, -0.92243], [-2.01311, 0.13374, 0.11988], [-2.79382, -1.33757, 0.18576], [1.25256, -1.42118, 0.42584], [1.16676, 0.18806, -1.59360], [-0.44632, 0.75174, -0.88928], [2.44066, 1.53458, 0.08157], [0.94610, 1.92227, 0.98496], [0.69885, 3.65373, -0.48404]]}


Number 1: strongest force on any atom 0.0809 hartree/bohr. Number 2: strongest force on any atom 0.0533 hartree/bohr. Number 3: strongest force on any atom 0.0224 hartree/bohr. Number 4: strongest force on any atom 0.0686 hartree/bohr. Number 5: strongest force on any atom 0.0891 hartree/bohr. Number 6: strongest force on any atom 0.1052 hartree/bohr.